1.
Density functional theory data (ωB97M-V/def2-TZVPD) for 5 unconnected molecules or ions with the total composition C21H45O9S7.

orbital gap = 0.289 hartree
charge = +1
DFT total energy = -116772.15600 eV
2S+1 = 1

Element x y z (Å)
O -0.18595 1.59532 -2.13273
H 3.84978 -3.05408 0.20823
O -4.92671 1.18331 -1.04541
H 1.42070 3.70314 -2.55494
H -5.86619 0.25331 -3.20103
H -2.64173 0.18509 1.37722
H 2.20713 3.68954 1.20220
O 5.19903 0.97710 3.38931
H -1.03615 -3.14821 3.55015
C -0.78920 -0.81071 0.86124
H -0.25142 0.07364 1.20002
H -1.88565 -3.53839 2.02938
H -8.00624 3.63302 -5.94536
H -5.39216 3.21388 -1.27032
C -1.39793 -2.75124 2.60429
C -5.74532 2.33293 -0.73526
S 4.66761 0.55270 4.66049
S 0.02174 -2.21418 1.65084
H -3.27067 -1.73988 3.04883
O -1.57512 3.18960 -0.86396
H 0.67853 5.22001 0.01092
C 4.41770 -4.94125 -0.66088
H 4.71394 -5.35602 0.29988
H -7.79171 2.05300 -6.69304
H -3.35652 2.43676 -1.58468
H -7.80617 0.91745 -4.51790
H 2.98297 -0.48635 3.35688
C 5.10087 -2.93519 -2.29484
C -2.25939 -1.49918 2.72579
C -7.77439 2.00791 -4.52402
H 5.24348 -2.64738 6.21469
C 1.39363 4.64935 -0.58530
H 3.15524 -2.04148 -1.93124
C -5.35686 0.86011 -3.95781
O 6.36182 -5.28341 -2.44911
S -3.64079 0.79745 -3.41758
H 6.34287 -0.19555 6.15177
C 3.50423 -3.72517 -0.58208
H 4.09410 -2.46799 4.04823
H 2.21319 5.31477 -0.84929
H -5.34182 0.31934 -4.90781
H -0.67125 -0.92466 -0.21507
S -2.64052 2.22909 -4.50855
C 3.24357 -0.51831 4.41024
C 3.61363 -3.03038 -1.94619
H -8.39372 2.35605 -3.69647
H -2.52587 3.08968 -3.47835
H 0.05119 2.61717 1.10214
C -8.25115 2.57394 -5.85191
H 1.02244 1.38622 0.25037
H 2.81279 -2.47199 5.25225
C 3.66954 -1.90922 4.88459
H -2.95695 0.75666 -1.15326
C 5.72034 -0.68939 5.40929
O 4.33236 1.54408 5.65382
H 5.31553 -3.01601 -3.35770
H -2.85097 -1.41023 0.65005
H 4.00245 -5.72467 -1.29524
H 2.72934 2.96699 -0.31303
H 4.28422 -1.32722 6.88293
H 5.56846 -2.03982 -1.88878
O 0.38311 -3.20542 0.67262
C -2.23971 -0.82814 1.34425
S -0.24624 2.72039 -1.22916
H 2.47989 -4.00703 -0.34943
S -6.05265 2.50729 -4.14286
C 0.71588 2.43045 0.25954
H 0.02911 4.80299 -2.32214
S 5.89507 -4.33393 -1.47364
C 1.88111 3.42382 0.19864
H -5.69574 2.48926 0.34200
H -1.82143 -0.82951 3.46920
O 1.03062 -1.67789 2.52999
C 0.70716 4.10542 -1.83520
C 4.73930 -1.71391 5.96843
O 6.79787 -3.82742 -0.47135
H -9.33544 2.47696 -5.93102
H 6.33977 -1.10522 4.61445
C -3.71463 1.40768 -1.59239
H 3.09261 -3.62386 -2.70053
H -6.76528 2.10839 -1.03473
H 2.43373 -0.10137 5.00642

***

2.
Density functional theory data (ωB97M-V/def2-TZVPD) for 3 unconnected molecules or ions with the total composition C21H46FNO10S2.

orbital gap = 0.347 hartree
charge = 0
DFT total energy = -68872.12352 eV
SMILES string = CCSC[C@@]1([C@@H](F)CC)OS(=O)(=O)O[C@H]1CN.COCCOCCOC.COCCOCCOC
2S+1 = 1

Element x y z (Å)
O -1.14291 -3.02191 0.61567
H -2.77608 -2.84182 1.88743
H 10.96983 -2.10278 -1.60599
C 7.08380 0.35511 -0.21505
C -4.36374 3.80104 3.26641
C -2.41738 -3.44740 1.04810
H -10.18153 2.30586 0.90762
H 10.13447 -3.45487 -0.81538
C 0.32259 -1.11216 0.91635
H 6.02755 0.51660 0.03070
H -3.15708 -3.39602 0.24237
H 0.01845 -3.12199 2.68182
H 1.12863 -1.62552 0.38645
H 6.47207 1.26138 -3.29863
C -3.69652 2.18082 -1.38063
C -4.18958 1.67155 -2.75614
H -2.31915 -4.48166 1.37531
H 10.62046 -3.58169 -2.52465
H 4.35704 -3.85940 1.27853
H 6.42415 2.42597 -1.95898
C -5.86083 3.56588 -1.16211
H -3.62410 -0.29189 -2.89138
C 0.77278 -2.37697 2.94355
H -2.41216 0.75529 -3.27768
C 6.66211 -2.41824 -1.64108
H -4.17677 2.51723 -3.44761
C -9.72708 2.71639 0.00547
O -3.86142 0.44156 1.60504
H -7.86679 3.50784 0.76824
H 6.48276 -1.55456 -2.28512
C 10.24292 -2.89985 -1.75402
O 6.62520 -2.06705 -0.26917
H -1.14460 -1.36458 -0.60023
H -5.97575 4.49681 -0.61303
O -5.41013 1.38567 -0.07532
H -1.81067 -1.10586 1.02798
H 2.32314 -3.74645 3.42768
H 2.89807 -2.13997 2.93198
H -10.09535 3.73320 -0.12771
C 2.16313 -2.92442 2.71570
C 3.60815 -3.18124 0.85496
H 3.93795 -2.14972 1.01563
H 7.71791 -3.58097 -3.06942
C 7.90791 -3.15617 -2.07407
H 3.54412 -3.35771 -0.21799
O 7.31417 0.58159 -1.59182
H -5.58618 2.41772 2.15829
H 0.68813 -2.16879 4.01312
O -4.58461 -0.89127 -0.32526
H -4.92175 3.50554 4.15488
C -4.23818 3.34267 0.79525
H -2.95840 2.97479 -1.50151
C -4.82775 2.66445 -0.45672
H 0.36408 -0.05323 0.64599
C -8.20625 2.69157 0.13084
F -3.90225 4.65296 0.39937
H -4.20316 4.87748 3.31122
H -5.21919 1.32579 -2.64872
H -5.93285 4.11780 1.81510
N -3.40978 0.59565 -3.32730
C -1.02662 -1.62041 0.46284
H 5.82718 -3.11217 -1.76737
H 5.32140 1.02655 -1.96717
O -3.12984 1.08482 -0.63680
C -5.13233 3.39861 2.00719
C 7.48142 -1.04249 0.20103
H 8.52605 -1.24023 -0.04956
O 0.52026 -1.13216 2.31758
O 2.32666 -3.40753 1.39714
O 9.02981 -2.29733 -2.13827
H 7.68155 1.06380 0.37455
S -4.24321 0.36390 0.23873
H -7.88123 1.75265 0.57653
H -3.40139 3.28739 3.30615
H 7.38616 -1.08284 1.28918
H -10.06515 2.11782 -0.84168
H -5.48364 3.83006 -2.14858
C 6.33101 1.36648 -2.22403
S -7.48281 2.85646 -1.51545
H 8.09496 -3.98485 -1.38109
H -3.29184 2.86143 1.05476

***

3.
Density functional theory data (ωB97M-V/def2-TZVPD) for 4 unconnected molecules or ions with the total composition C21H46N3O11P2S at a distorted geometry.

orbital gap = 0.296 hartree
charge = +1
DFT total energy = -78913.97564 eV
2S+1 = 1

Element x y z (Å)
C 2.84655 1.93319 -4.86810
C 0.56661 -7.26724 -3.93331
C -0.38027 3.04858 5.87314
H -2.26741 -2.57931 -6.57970
C -0.34343 -9.44514 -4.01190
H -1.90476 4.10248 7.31744
H 2.30428 -6.55763 -5.00818
H -1.44215 1.11989 7.50190
H 2.36361 -0.89828 -3.63203
H -0.77617 -11.84931 -5.12585
H 2.17886 5.48663 7.30481
H -0.40712 2.15376 8.29640
H -0.93866 -11.87129 -3.33216
C 3.42763 2.14243 0.28838
H -1.98475 5.84096 2.28498
H -1.90630 7.20951 4.53952
H 1.92624 -8.26513 -5.29879
H -1.42984 -2.80881 -8.10809
H -2.33818 5.67287 5.29211
C -2.00719 3.87616 3.74450
H -2.37812 -11.94803 -4.36628
N -1.39884 2.06522 7.98840
C 2.41979 1.82463 -2.57887
H 0.93546 -7.02255 -6.05014
O 1.89289 2.54214 -1.55550
C -0.39328 5.56810 4.54278
O 2.97542 0.74147 -2.48654
C -2.54689 1.36082 2.72137
H 0.99670 -1.73907 -2.87574
H 3.49754 1.77620 1.31687
C -3.98642 1.14900 3.66860
O 1.78151 7.47881 4.45767
C -1.89852 -3.34056 -7.27309
H -0.58304 -5.03533 -7.30761
S 2.41951 2.50115 4.52025
H 1.73316 0.89754 -0.27507
O -0.82668 -2.68176 -4.39481
H -2.30030 0.50343 1.83911
P 1.03976 3.46412 3.46599
C 1.48906 -7.27525 -5.13947
O 2.24814 2.53349 -3.72314
P 0.91444 6.43509 5.60551
O 0.28078 -3.54662 -6.21324
C -2.17309 3.06300 2.34232
C -1.37656 -11.51865 -4.27204
H 1.73638 4.65697 2.96622
H 3.93731 1.98414 -4.78790
H 3.12534 5.66086 5.92266
C 1.34054 -1.24996 -3.79336
C -1.70691 3.04359 6.83646
C -2.41553 5.43707 3.29592
H -0.21939 1.91585 5.53135
O -0.56846 -8.11484 -4.15115
H -2.75610 -3.90667 -7.64845
H 0.18035 -6.25436 -3.77969
H -3.58418 5.38222 3.27655
H 2.53753 2.50100 -5.75041
H -2.94790 3.62180 4.41530
H -4.21582 0.10398 4.15149
C -0.89910 -4.26345 -6.59837
H 0.78774 2.62771 2.32379
H 0.53568 3.30859 6.55164
H -4.48911 2.09068 4.15903
O -1.49985 -10.09951 -4.28721
H -2.68352 2.63406 6.33848
C 0.16977 -2.79223 -5.09150
C -0.51297 3.92192 4.49614
N -1.81559 6.17109 4.51640
H -1.33988 -4.77794 -5.73675
N 2.16840 5.35557 6.24942
H 4.16271 1.60488 -0.31749
O 1.35194 -2.15662 -4.89210
O 0.71954 -9.96761 -3.71596
H -3.07969 3.43229 1.66280
H 3.71132 3.20013 0.26698
O -2.45153 0.96939 4.23142
H 1.09518 -7.55345 -3.01675
H 2.11582 6.89278 3.68991
H 1.31004 2.47073 0.39777
H 0.71061 -0.38625 -4.02996
H -1.23620 3.04115 1.64465
C 2.02200 1.95468 -0.25455
H 2.51645 0.89651 -4.99378
H -0.06285 5.80249 3.41862

***

4.
Density functional theory data (ωB97M-V/def2-TZVPD) for 3 unconnected molecules or ions with the total composition C21H46N7O6P2 at a distorted geometry.

orbital gap = 0.135 hartree
charge = +1
DFT total energy = -63791.67654 eV
2S+1 = 1

Element x y z (Å)
C 6.73612 -2.58188 0.76316
C 7.09669 -1.08544 -1.98063
C 5.06173 -3.60092 -0.61369
H 3.24687 1.14174 0.86828
H 7.19673 -1.68604 1.16067
C 4.22474 1.09839 1.36494
H -1.45105 1.95737 -2.74771
H -3.74001 2.52848 -3.33603
H -6.05832 3.32348 1.25076
H -3.24148 -1.70576 -0.23206
H -5.77516 4.39125 -1.31145
C -5.25469 5.27903 -0.95333
H -5.51764 1.71477 1.77316
N 5.59738 -2.34671 -0.09227
N 1.19222 -3.99412 3.74304
N 5.21731 0.42574 0.51110
H 6.60892 0.08893 2.07406
H 4.01052 -3.72552 -0.34108
H 4.50801 2.13791 1.56944
H 2.14175 -4.06392 4.21755
C 0.08498 -4.83239 4.37264
H 5.83170 0.76369 -3.31886
C -1.68503 2.17357 -1.69977
H 0.28216 -5.53198 5.31855
O -4.20328 -2.97682 2.57825
H 7.53283 -3.07466 0.18814
C -1.78492 -3.79642 2.42048
H -0.73987 -2.18048 0.90213
H 7.05720 -2.16949 -2.11826
H -2.67109 -4.14750 -0.95828
H -2.65020 3.92323 -3.47431
O -5.74555 -1.34785 -2.38755
C -1.43102 -4.77134 3.72902
O -3.91708 -4.61023 0.82934
C -3.82569 6.24453 0.65475
H -3.42408 -2.97916 -3.40687
C 6.52053 0.61888 1.12090
H 5.13740 -3.61400 -1.70585
O 3.67025 -1.34847 0.79105
C 5.58514 0.77548 -2.25181
C -4.13394 -2.41029 -0.59071
H -4.24727 4.08333 -2.77730
C -4.53227 -1.90138 -2.11790
H 6.18715 1.55219 -1.76801
H 7.86905 -0.84478 -1.24746
C -0.54687 -2.91304 1.80722
H -5.06371 -2.16078 0.08639
H -6.04731 5.90671 -0.52735
P -3.06369 3.72998 -0.01191
O -1.90601 4.74493 -0.17587
C -3.34196 -3.79070 1.90727
H -3.20407 6.06796 1.54198
P 4.66275 -0.96750 -0.33457
H 5.59673 -4.48124 -0.24156
C 0.94590 -3.06156 2.54426
N 5.80378 -0.52952 -1.62864
N -4.39461 2.56314 0.17658
H -2.28236 -5.40646 4.23066
C -5.17888 2.68893 1.40469
H -4.82870 5.82598 -1.79983
H 1.90439 -2.45200 2.18311
H 7.45094 -0.70450 -2.94703
H -5.70521 0.97262 -0.30767
H -5.66385 2.26166 -1.49918
H -0.78161 2.59292 -1.24938
C -3.38189 3.43416 -2.82640
H 7.33841 0.33098 0.46099
H -4.57462 3.12771 2.20592
H -4.68269 6.83695 0.99720
N -2.82088 3.07784 -1.54496
H 6.69533 1.68280 1.32384
C -3.73996 -3.99899 -0.49701
H -4.33047 1.09043 -1.34897
O -3.58934 -2.00320 -3.24510
C -5.04577 1.70315 -0.79346
N -4.25460 4.97148 0.05303
H 6.48625 -3.21930 1.61499
H 4.53107 1.06500 -2.18283
H -1.89992 1.21710 -1.21221
H 4.09442 0.60107 2.33466
H -4.49264 -4.57082 -1.22606
H -3.25608 6.87167 -0.04304